Entry 1:
{"formula": "C58H56Cl4GeN8O11TeW", "method": "ωB97M-V with the def2-TZVPD basis set", "species": ["W", "Te", "Ge", "Cl", "Cl", "Cl", "Cl", "O", "O", "O", "O", "O", "O", "O", "O", "O", "O", "O", "N", "N", "N", "N", "N", "N", "N", "N", "C", "C", "C", "C", "C", "C", "C", "C", "C", "C", "C", "C", "C", "C", "C", "C", "C", "C", "C", "C", "C", "C", "C", "C", "C", "C", "C", "C", "C", "C", "C", "C", "C", "C", "C", "C", "C", "C", "C", "C", "C", "C", "C", "C", "C", "C", "C", "C", "C", "C", "C", "C", "C", "C", "C", "C", "C", "C", "H", "H", "H", "H", "H", "H", "H", "H", "H", "H", "H", "H", "H", "H", "H", "H", "H", "H", "H", "H", "H", "H", "H", "H", "H", "H", "H", "H", "H", "H", "H", "H", "H", "H", "H", "H", "H", "H", "H", "H", "H", "H", "H", "H", "H", "H", "H", "H", "H", "H", "H", "H", "H", "H", "H", "H"], "xyz": [[-0.54, 0.24, -0.14], [-2.60, -0.36, 3.12], [2.26, 3.58, 2.03], [-3.44, 4.77, -1.28], [4.25, -5.69, -0.41], [1.34, -1.61, -2.38], [2.92, -1.59, 2.73], [-0.32, 2.22, -3.61], [1.44, -0.59, 0.30], [-2.41, -0.94, -0.69], [-0.36, -2.22, -0.13], [-0.67, 0.28, -1.96], [-2.84, -3.64, -6.27], [-3.16, -2.86, -1.52], [-1.80, -2.23, -7.54], [-0.94, 2.80, -0.79], [0.45, 1.59, -5.55], [-2.62, 1.45, -0.59], [-1.11, -0.87, 1.46], [10.00, 2.15, -3.94], [-0.30, 1.50, 1.57], [1.55, 1.65, -1.24], [-2.54, -1.80, -1.70], [3.50, 2.11, -2.23], [-2.19, -2.61, -6.44], [-0.19, 1.37, -4.52], [2.18, -2.38, -1.10], [0.18, -5.40, 2.55], [0.44, 1.40, 3.99], [5.29, 2.87, -3.65], [7.52, 2.01, -3.37], [0.46, -5.08, 3.87], [-2.87, 3.31, -2.12], [-1.40, 2.77, 3.34], [7.04, 1.12, -2.40], [-5.12, 0.43, 6.79], [-5.28, -0.51, 9.12], [4.82, 2.01, -2.65], [2.84, -2.33, 1.18], [2.83, -3.59, -1.29], [-4.72, 1.65, 1.30], [-5.27, -2.48, 0.36], [-0.84, 0.13, -4.35], [-1.19, -0.29, -3.04], [2.76, 1.20, -1.55], [-0.54, 2.23, 4.35], [6.61, 2.87, -4.01], [-4.44, -2.16, 1.42], [-2.02, -1.44, -2.92], [-5.11, 1.47, 4.55], [3.50, -3.54, 1.02], [-3.85, -3.27, 2.24], [-2.33, -2.22, -4.05], [-4.66, 0.39, 5.48], [2.98, 4.11, 3.83], [-4.02, -1.62, 7.25], [0.00, -2.77, 3.40], [8.88, 2.07, -3.69], [-0.20, -4.42, 1.66], [1.52, 2.93, -1.75], [0.74, 1.07, 2.55], [-5.61, -0.17, -0.09], [-4.80, 0.19, 0.98], [-0.66, -2.04, 1.11], [-6.66, -1.86, -1.63], [0.39, -3.76, 4.29], [-1.14, -0.65, -5.46], [0.70, 4.67, 1.48], [-4.19, -0.82, 1.72], [-2.09, 2.47, -1.12], [-0.32, -3.10, 2.09], [2.10, 1.62, 2.11], [-1.87, -1.82, -5.30], [-3.53, -1.66, 5.95], [-3.83, -0.65, 5.05], [2.12, -1.71, 0.15], [-1.25, 2.33, 2.05], [-2.70, -2.86, 5.58], [2.70, 3.22, -2.36], [-5.84, -1.49, -0.44], [3.77, 4.03, 0.80], [-4.79, -0.56, 7.70], [3.47, -4.17, -0.21], [5.72, 1.12, -2.04], [-2.18, -2.68, 4.64], [2.30, 1.23, 1.11], [1.04, 5.62, 1.07], [-7.49, -2.51, -1.34], [-0.84, -0.32, -6.45], [0.81, -0.04, 2.48], [3.88, 3.52, 4.01], [-2.20, 3.62, -2.92], [0.75, -5.85, 4.57], [-3.78, -2.42, 7.94], [-6.06, 0.62, -0.68], [0.26, -6.43, 2.22], [6.97, 3.55, -4.78], [2.88, 1.23, 2.77], [0.14, 4.14, 0.72], [-5.82, 2.13, 5.03], [7.73, 0.44, -1.92], [-3.88, 1.86, 1.96], [-1.97, -3.07, 6.36], [-5.64, 1.97, 1.78], [-2.76, -3.24, 2.18], [-4.60, 2.22, 0.38], [0.67, 3.56, -1.66], [-4.18, -4.23, 1.86], [-6.07, -1.23, 9.27], [-0.72, 2.48, 5.39], [2.80, -4.07, -2.25], [4.54, 3.26, 0.81], [-7.06, -0.98, -2.13], [1.09, 0.93, 4.71], [-6.04, -2.41, -2.34], [3.27, 5.16, 3.86], [-3.33, -3.74, 5.47], [2.28, 3.92, 4.63], [3.41, 4.15, -0.22], [-5.59, 1.00, 3.69], [-5.67, 0.48, 9.36], [3.14, 0.22, -1.31], [0.63, -3.50, 5.31], [-4.16, -3.15, 3.28], [-3.73, 2.77, -2.50], [3.02, 4.12, -2.83], [-5.45, -3.51, 0.10], [-5.73, 1.26, 7.10], [4.23, 4.96, 1.11], [0.04, 4.87, 2.32], [-2.18, 3.46, 3.59], [-4.47, -0.74, 9.80], [-1.95, 2.71, 1.31], [4.60, 3.52, -4.16], [5.37, 0.45, -1.27], [-0.43, -4.66, 0.63], [-0.04, -1.74, 3.72], [-2.92, -3.10, -3.92], [-4.26, 2.05, 4.20], [4.02, -3.99, 1.86]], "lowdin_spin": [0.36, 0.01, 0.00, 0.00, 0.00, 0.00, 0.00, -0.01, 0.01, -0.04, -0.01, -0.01, 0.00, 0.27, -0.01, 0.00, 0.00, 0.00, -0.02, 0.00, 0.05, 0.00, 0.13, 0.00, 0.00, 0.00, 0.00, 0.00, 0.02, 0.00, 0.00, 0.00, 0.00, 0.04, 0.00, 0.00, 0.00, 0.00, 0.00, 0.00, 0.00, 0.00, 0.00, 0.07, 0.00, 0.00, 0.00, 0.00, 0.02, 0.00, 0.00, 0.00, 0.02, 0.00, 0.00, 0.00, 0.00, 0.00, 0.00, 0.00, 0.01, 0.00, 0.00, 0.00, 0.00, 0.00, 0.05, 0.00, 0.00, 0.00, 0.00, 0.01, 0.00, 0.00, 0.00, 0.00, -0.01, 0.00, 0.00, 0.00, 0.00, 0.00, 0.00, 0.00, 0.00, 0.00, 0.00, 0.00, 0.00, 0.00, 0.00, 0.00, 0.00, 0.00, 0.00, 0.00, 0.00, 0.00, 0.00, 0.00, 0.00, 0.00, 0.00, 0.00, 0.00, 0.00, 0.00, 0.00, 0.00, 0.00, 0.00, 0.00, 0.00, 0.00, 0.00, 0.00, 0.00, 0.00, 0.00, 0.00, 0.00, 0.00, 0.00, 0.00, 0.00, 0.00, 0.00, 0.00, 0.00, 0.00, 0.00, 0.00, 0.00, 0.00, 0.00, 0.00, 0.00, 0.00, 0.00, 0.00], "charge": -1, "multiplicity": 2, "e_homo_ev": [-4.17, -4.29], "relative_energy_kcal_mol": 78.99, "homo_lumo_gap_ev": [3.95, 4.45], "s_squared": 0.8156}

=====

Entry 2:
{"formula": "C24H21N3O3", "method": "ωB97M-V with the def2-TZVPD basis set", "species": ["O", "O", "O", "N", "N", "N", "C", "C", "C", "C", "C", "C", "C", "C", "C", "C", "C", "C", "C", "C", "C", "C", "C", "C", "C", "C", "C", "C", "C", "C", "H", "H", "H", "H", "H", "H", "H", "H", "H", "H", "H", "H", "H", "H", "H", "H", "H", "H", "H", "H", "H"], "xyz": [[3.21, 1.43, -2.67], [1.64, -0.71, 1.79], [0.98, -4.96, 0.57], [-0.89, 3.19, 0.54], [6.45, -4.54, 0.59], [-5.85, 1.63, -0.61], [-1.53, -3.05, 0.75], [-2.05, -1.72, -2.02], [-1.78, 1.99, -0.12], [1.47, -0.57, 0.55], [-0.09, 4.01, 0.84], [2.41, -3.06, -0.22], [6.11, -4.03, 1.61], [2.22, -1.49, -0.55], [0.49, 0.55, -0.09], [-3.17, -1.65, -0.95], [2.68, -0.90, -1.78], [-1.24, 2.65, -1.47], [0.92, 5.05, 1.22], [0.10, 2.29, -2.15], [-0.41, -3.10, -0.35], [0.99, 1.20, -1.46], [2.39, 0.68, -2.05], [0.99, -3.81, 0.03], [-0.85, 0.91, 0.59], [-2.89, -2.33, 0.43], [-0.67, -2.44, -1.74], [-5.92, 2.72, -0.13], [-6.02, 4.09, 0.47], [5.69, -3.39, 2.90], [0.14, -2.45, -2.56], [3.23, -1.53, -2.55], [-3.71, -2.30, 1.22], [3.15, -3.24, 0.65], [1.02, 5.78, 0.42], [6.57, -3.04, 3.44], [-1.91, 3.43, -1.98], [0.60, 5.56, 2.13], [-1.38, -3.51, 1.80], [-2.25, -1.23, -3.03], [5.15, -4.11, 3.51], [-1.11, 0.35, 1.55], [-6.74, 4.69, -0.09], [-6.35, 4.02, 1.51], [2.83, -3.54, -1.18], [1.89, 4.57, 1.40], [-5.05, 4.58, 0.44], [-4.16, -1.11, -1.14], [5.04, -2.54, 2.69], [-2.80, 2.24, 0.37], [0.48, 2.76, -3.13]], "lowdin_charge": [-0.02, 0.03, 0.01, 0.11, 0.11, 0.11, -0.01, -0.06, -0.12, -0.25, -0.01, -0.05, -0.26, -0.13, -0.05, -0.07, 0.05, -0.12, -0.01, -0.01, -0.10, -0.09, -0.30, -0.27, -0.03, -0.07, -0.01, -0.25, -0.07, -0.07, 0.10, 0.12, 0.08, 0.12, 0.09, 0.08, 0.08, 0.08, 0.11, 0.09, 0.08, 0.10, 0.08, 0.08, 0.13, 0.09, 0.07, 0.08, 0.07, 0.13, 0.10], "charge": 0, "e_homo_ev": -6.56, "relative_energy_kcal_mol": 387.18, "homo_lumo_gap_ev": 6.08}

=====

Entry 3:
{"formula": "C28H25BrCoN4O5S", "method": "ωB97M-V with the def2-TZVPD basis set", "species": ["Br", "Co", "S", "O", "O", "O", "O", "O", "N", "N", "N", "N", "C", "C", "C", "C", "C", "C", "C", "C", "C", "C", "C", "C", "C", "C", "C", "C", "C", "C", "C", "C", "C", "C", "C", "C", "C", "C", "C", "C", "H", "H", "H", "H", "H", "H", "H", "H", "H", "H", "H", "H", "H", "H", "H", "H", "H", "H", "H", "H", "H", "H", "H", "H", "H"], "xyz": [[-1.84, -6.86, 0.30], [0.96, -0.04, 0.02], [3.17, -3.79, 1.85], [2.27, -4.48, 2.74], [4.49, -3.51, 2.32], [2.73, 0.38, 0.88], [2.52, 0.86, -0.30], [1.69, -1.64, -0.75], [2.45, -2.43, 1.28], [0.28, 1.45, 1.04], [-2.60, 0.68, 0.13], [-0.26, -1.07, 1.17], [3.24, -4.64, 0.29], [-0.22, 3.24, 3.07], [3.61, -6.28, -1.36], [-0.59, -3.34, 2.08], [0.72, 0.20, -4.06], [-0.63, -2.44, 1.03], [0.06, 0.27, -1.70], [3.07, -5.43, -2.32], [-3.03, 2.03, 0.43], [-3.44, -0.28, 0.82], [0.53, 2.73, 0.86], [-2.59, 0.45, -1.31], [-1.39, -4.16, -0.46], [-0.96, -4.66, 1.86], [-0.61, 0.11, -4.45], [-0.23, 1.02, 2.21], [-1.29, 0.26, -2.10], [2.25, -2.51, -0.02], [2.70, -3.79, -0.65], [0.28, 3.67, 1.86], [2.61, -4.17, -1.98], [-1.36, -5.05, 0.60], [-1.58, 0.15, -3.47], [1.03, 0.27, -2.71], [-1.01, -2.85, -0.25], [-0.54, -0.42, 2.23], [3.71, -5.89, -0.03], [-0.49, 1.89, 3.25], [3.97, -7.26, -1.65], [-0.88, 0.03, -5.49], [-3.08, 1.30, -1.79], [1.52, 0.20, -4.79], [-0.19, -3.05, 3.04], [-0.89, -5.38, 2.66], [-4.07, 2.22, 0.11], [4.13, -6.55, 0.72], [-1.69, -4.49, -1.45], [0.50, 4.71, 1.68], [-1.05, -0.86, 3.08], [2.08, 0.28, -2.44], [-3.10, -1.30, 0.62], [-2.98, 2.22, 1.50], [-2.62, 0.12, -3.77], [-0.89, 1.50, 4.18], [3.01, -5.77, -3.35], [0.95, 3.01, -0.10], [-3.23, -0.41, -1.54], [-0.40, 3.94, 3.87], [-1.00, -2.13, -1.06], [-3.40, -0.11, 1.90], [-2.39, 2.75, -0.08], [-4.50, -0.21, 0.52], [2.18, -3.50, -2.71]], "lowdin_spin": [0.00, -0.04, 0.00, 0.00, 0.00, 0.57, 0.48, 0.00, 0.01, 0.00, 0.00, 0.00, 0.00, 0.00, 0.00, 0.00, 0.00, 0.00, -0.01, 0.00, 0.00, 0.00, 0.00, 0.00, 0.00, 0.00, 0.00, 0.00, 0.00, 0.00, 0.00, 0.00, 0.00, 0.00, 0.00, 0.00, 0.00, 0.00, 0.00, 0.00, 0.00, 0.00, 0.00, 0.00, 0.00, 0.00, 0.00, 0.00, 0.00, 0.00, 0.00, 0.00, 0.00, 0.00, 0.00, 0.00, 0.00, 0.00, 0.00, 0.00, 0.00, 0.00, 0.00, 0.00, 0.00], "charge": 0, "multiplicity": 2, "e_homo_ev": [-8.69, -8.68], "relative_energy_kcal_mol": 2.37, "homo_lumo_gap_ev": [7.36, 7.35], "s_squared": 0.7619}

=====

no.,F_max (eV Å⁻¹)
1,6.3
2,7.1
3,0.5